Formula: C3H5FO
Source: the OMol25 dataset
Level of theory: ωB97M-V with the def2-TZVPD basis set

Structure (XYZ):
```
10
Properties=species:S:1:pos:R:3:forces:R:3
F 0.14905 -1.44778 -1.01159 0.0 -0.4 -0.6
O -1.54790 1.69328 -0.29098 0.0 0.5 -1.3
C -0.27368 -0.55404 -0.08101 -1.7 3.0 0.6
C 0.91727 -0.08638 0.79772 0.3 -3.9 -2.8
C -0.98052 0.88861 -0.94927 1.8 -4.5 3.7
H 0.76525 0.85372 1.12530 -0.2 3.4 0.8
H 1.85092 -0.25195 0.14510 -1.2 0.5 1.3
H -1.10003 -1.00715 0.55627 0.9 0.5 -0.9
H -0.67690 0.62897 -1.95787 -0.6 1.3 -1.2
H 0.89653 -0.71727 1.66634 0.6 -0.5 0.4
```
Forces are in eV/Å.

As for the total energy: -7955.1093 eV. Its largest force on an atom is 6.09 eV/A. The SMILES is C[C@H](F)C=O. For the HOMO-LUMO gap, the calculation gives 0.36957 Ha.

---

Formula: C3H5FO2
Source: the OMol25 dataset
Level of theory: ωB97M-V with the def2-TZVPD basis set

Structure (XYZ):
```
11
Properties=species:S:1:pos:R:3:forces:R:3
F -2.16448 0.61071 -1.32406 2.1 -0.5 0.6
O 0.37192 0.70762 0.36439 -0.4 0.2 -0.4
O 0.28316 -1.19386 -1.04928 -0.6 -0.5 0.8
C 0.21171 0.06461 -0.71706 -0.7 -0.1 0.8
C 0.81978 -0.20219 -1.96702 -3.0 2.6 -2.8
C -0.36015 0.53739 1.63176 1.5 1.4 -0.3
H -0.79465 1.49744 1.79418 -0.3 0.7 0.1
H 0.35924 0.35360 2.41792 0.2 -0.4 -0.1
H -1.11963 -0.14878 1.55198 -1.5 -1.9 -0.4
H 1.84980 -0.07570 -2.11679 1.4 -0.5 0.1
H 0.12419 0.08392 -2.86304 1.3 -1.0 1.7
```
Forces are in eV/Å.

As for the total energy: -9999.3052 eV. Its largest force on an atom is 4.89 eV/A. For the HOMO-LUMO gap (spin up / spin down), the calculation gives 0.32335 / 0.32338 Ha.

---

Formula: C3H5FOS
Source: the OMol25 dataset
Level of theory: ωB97M-V with the def2-TZVPD basis set

Structure (XYZ):
```
11
Properties=species:S:1:pos:R:3:forces:R:3
S -0.73963 0.92099 -2.05608 0.0 -2.7 3.7
F -0.30225 -1.49783 1.11268 -0.4 0.5 0.2
O 1.69059 0.02919 1.92684 -0.3 -2.2 2.0
C -0.89345 -0.10589 -0.67044 -3.7 0.1 -2.2
C 1.20000 0.14477 0.66975 -1.0 1.3 -2.3
C -0.26573 -0.10677 0.70441 -4.3 -0.1 0.1
H 1.35516 -0.78835 0.06204 1.2 1.0 -0.2
H 1.17411 -0.81882 2.21374 1.8 2.1 0.0
H -1.27733 0.34282 1.44505 3.7 -0.6 -1.9
H 1.44305 1.12647 0.09049 -0.1 -1.8 1.2
H -1.91025 -0.94366 -0.56513 3.2 2.4 -0.8
```
Forces are in eV/Å.

As for the total energy: -18788.4946 eV. Its largest force on an atom is 4.59 eV/A. The SMILES is OC[C@H](F)C=S. For the HOMO-LUMO gap, the calculation gives 0.29954 Ha.

---

Formula: C3H5FOS
Source: the OMol25 dataset
Level of theory: ωB97M-V with the def2-TZVPD basis set

Structure (XYZ):
```
11
Properties=species:S:1:pos:R:3:forces:R:3
S 0.92274 0.70965 0.05923 -0.8 0.3 -4.4
F -0.88593 -0.19635 1.66053 -0.3 -1.6 2.3
O 0.74082 0.78195 -1.97818 0.3 0.0 4.9
C -1.83393 0.95177 -0.10338 -1.1 0.4 0.4
C -0.81932 0.47111 0.57222 1.3 1.4 -2.6
C 1.46236 -0.97535 0.09288 3.3 0.0 1.3
H 2.59455 -1.12380 0.08019 -1.2 1.1 -0.9
H -2.85450 0.75131 0.25960 0.6 0.1 -0.1
H -1.71405 1.65433 -0.91524 0.3 -0.5 -0.2
H 1.36498 -1.56533 0.96325 -1.3 -0.1 1.6
H 1.02227 -1.45931 -0.69110 -1.0 -1.2 -2.2
```
Forces are in eV/Å.

As for the total energy: -18787.1313 eV. Its largest force on an atom is 4.92 eV/A. For the HOMO-LUMO gap (spin up / spin down), the calculation gives 0.33654 / 0.33653 Ha.

---

Formula: C3H5FS
Source: the OMol25 dataset
Level of theory: ωB97M-V with the def2-TZVPD basis set

Structure (XYZ):
```
10
Properties=species:S:1:pos:R:3:forces:R:3
S 1.37753 0.38163 1.01204 -1.1 -1.6 -0.9
F -0.43395 2.31174 1.24686 0.2 0.5 0.9
C -1.05249 -1.58893 -0.49973 -1.4 -1.6 -2.0
C 0.20299 -1.68997 -0.31241 1.6 1.7 1.5
C 0.57154 1.87537 0.40374 0.2 -1.1 0.8
H 1.06865 -2.21712 -0.60366 0.7 0.0 -0.6
H 1.50535 2.46372 0.44387 -1.0 0.8 -0.4
H -0.01347 1.82195 -0.49805 0.9 -0.3 -1.1
H -1.73786 -1.25596 0.22662 -0.7 1.1 0.5
H -1.48830 -2.10243 -1.41928 0.4 0.4 1.2
```
Forces are in eV/Å.

As for the total energy: -16740.2041 eV. Its largest force on an atom is 2.88 eV/A. For the HOMO-LUMO gap (spin up / spin down), the calculation gives 0.32252 / 0.27994 Ha.

---

Formula: C3H5FS
Source: the OMol25 dataset
Level of theory: ωB97M-V with the def2-TZVPD basis set

Structure (XYZ):
```
10
Properties=species:S:1:pos:R:3:forces:R:3
S -2.38515 0.20558 -0.39898 0.0 -3.3 3.5
F 2.58351 -0.82205 0.10447 -1.0 0.1 -1.1
C 1.44217 -0.26261 -0.49737 3.5 -1.1 -0.3
C 0.38074 -0.27095 0.19497 -0.5 -1.5 3.9
C -0.70038 0.69116 0.17839 -1.8 -0.2 1.0
H -2.47841 -0.96962 0.63291 -0.3 2.5 -2.3
H 0.72275 -0.91922 1.00378 -1.3 0.3 1.1
H -0.50990 0.97345 -0.78173 0.9 3.2 -2.3
H -0.68265 1.43030 1.05282 0.0 -1.0 -1.6
H 1.62731 -0.05604 -1.48926 0.6 1.2 -1.9
```
Forces are in eV/Å.

As for the total energy: -16741.6341 eV. Its largest force on an atom is 4.84 eV/A. The SMILES is F/C=C/CS. For the HOMO-LUMO gap, the calculation gives 0.36898 Ha.

---

Formula: C3H5FeO3
Source: the OMol25 dataset
Level of theory: ωB97M-V with the def2-TZVPD basis set

Structure (XYZ):
```
12
Properties=species:S:1:pos:R:3:forces:R:3
Fe 2.51131 0.20371 0.90221 1.1 -0.3 0.0
O -1.33841 -1.03487 -0.06558 -0.1 -0.1 -0.2
O 2.79157 -1.46436 0.16703 0.4 0.4 0.1
O 0.46399 -0.02996 0.47585 -0.8 0.2 -0.4
C -0.33282 1.06439 -0.08546 -0.1 0.3 0.1
C -1.61117 0.34284 -0.46710 -0.2 0.2 -0.1
C -0.14854 -1.21583 0.41846 -0.2 -0.1 0.3
H -2.49425 0.68057 0.08308 0.2 -0.1 -0.1
H 0.20270 1.50168 -0.93185 0.0 -0.2 0.2
H -1.80885 0.33868 -1.54351 0.0 0.0 0.3
H 2.20071 -2.19734 0.34026 -0.1 -0.1 0.0
H -0.43624 1.81048 0.70661 -0.1 -0.1 -0.2
```
Forces are in eV/Å.

As for the total energy: -43717.1728 eV. Its largest force on an atom is 1.11 eV/A. The expectation value of S² is 8.756. For the HOMO-LUMO gap (spin up / spin down), the calculation gives 0.25179 / 0.33919 Ha. Its spin multiplicity is 6.

---

Formula: C3H5IN2
Source: the OMol25 dataset
Level of theory: ωB97M-V with the def2-TZVPD basis set

Structure (XYZ):
```
11
Properties=species:S:1:pos:R:3:forces:R:3
I 1.84102 0.03956 -2.52749 0.6 -0.2 -0.2
N -0.76557 -2.54750 -0.66052 0.7 0.8 0.1
N 0.77636 0.81870 -1.02639 -2.2 -2.0 3.1
C -0.23133 -1.56520 -0.36738 -0.8 -0.8 -0.5
C -0.85658 0.41376 0.89363 1.3 4.8 -0.6
C 0.24499 -0.30622 0.17255 -0.5 2.6 -3.5
H -1.48781 1.05206 0.24749 -0.1 -1.2 -0.5
H 1.04963 -0.47688 0.79441 1.9 -0.5 1.2
H -1.43998 -0.24618 1.44041 -1.0 -0.8 1.6
H -0.41873 1.39048 1.42287 -0.6 -2.6 0.0
H 1.28800 1.42742 -0.38958 0.6 0.0 -0.6
```
Forces are in eV/Å.

As for the total energy: -14270.4523 eV. Its largest force on an atom is 5.00 eV/A. The SMILES is C[C@@H](C#N)NI. For the HOMO-LUMO gap, the calculation gives 0.32734 Ha.

---

Formula: C3H5IN2O2S
Source: the OMol25 dataset
Level of theory: ωB97M-V with the def2-TZVPD basis set

Structure (XYZ):
```
14
Properties=species:S:1:pos:R:3:forces:R:3
I -0.57139 2.22307 1.98402 0.0 -0.1 -0.3
S 0.78677 -1.30138 0.95030 -1.3 3.1 0.2
O -0.18434 -1.17972 1.96524 -0.8 -0.6 1.1
O 2.16408 -1.31348 1.17886 2.1 -1.1 0.2
N 0.31567 -2.46417 -0.03905 0.9 -1.2 2.1
N 0.55208 0.07434 0.04356 -3.6 -0.9 1.6
C -1.07004 2.49383 -1.78299 0.5 -0.1 -1.0
C -0.66269 0.89360 0.23170 4.2 0.7 -0.4
C -0.89290 1.66145 -0.95216 -0.5 0.0 1.1
H -1.30106 0.16397 0.49075 -3.2 -1.8 0.9
H -0.54434 -2.13410 -0.34252 -2.0 0.0 -1.4
H 1.03705 -2.52388 -0.68790 1.0 -0.6 -2.1
H -0.97068 3.00768 -2.69279 -0.4 0.6 -0.4
H 1.34177 0.39879 -0.34700 3.1 1.9 -1.6
```
Forces are in eV/Å.

As for the total energy: -29199.6870 eV. Its largest force on an atom is 4.31 eV/A. The SMILES is C#C[C@H](I)NS(N)(=O)=O. For the HOMO-LUMO gap, the calculation gives 0.34567 Ha.

---

Formula: C3H5IN3
Source: the OMol25 dataset
Level of theory: ωB97M-V with the def2-TZVPD basis set

Structure (XYZ):
```
12
Properties=species:S:1:pos:R:3:forces:R:3
I -0.20264 -3.05098 -0.79609 0.0 3.0 0.0
N -0.60949 1.43913 -1.38682 -0.1 1.1 0.0
N 0.08787 0.17290 0.25053 -0.4 0.5 -0.5
N -0.25464 -0.59940 -0.79317 0.1 -3.9 -0.2
C -0.67920 0.18721 -1.77507 0.2 -0.2 0.4
C -0.13942 1.42069 -0.14464 -0.2 0.0 -0.5
C 0.59842 -0.32893 1.48868 0.5 -0.6 0.8
H 1.64895 -0.60571 1.38546 -0.1 0.0 0.0
H 0.03510 2.29405 0.45490 0.1 0.0 0.2
H 0.50754 0.44089 2.25382 -0.1 0.0 -0.1
H -1.02338 -0.15926 -2.73112 0.0 -0.2 -0.1
H 0.03091 -1.21060 1.79353 0.0 0.2 0.0
```
Forces are in eV/Å.

As for the total energy: -15754.0202 eV. Its largest force on an atom is 3.91 eV/A. The SMILES is Cn1cnc[n+]1I. For the HOMO-LUMO gap, the calculation gives 0.27290 Ha. Its net charge is +1.